{
  "formula": "C20H53N3O11Sr2",
  "method": "ωB97M-V with the def2-TZVPD basis set",
  "elements": ["Sr", "Sr", "O", "O", "O", "O", "O", "O", "O", "O", "O", "O", "O", "N", "N", "N", "C", "C", "C", "C", "C", "C", "C", "C", "C", "C", "C", "C", "C", "C", "C", "C", "C", "C", "C", "C", "H", "H", "H", "H", "H", "H", "H", "H", "H", "H", "H", "H", "H", "H", "H", "H", "H", "H", "H", "H", "H", "H", "H", "H", "H", "H", "H", "H", "H", "H", "H", "H", "H", "H", "H", "H", "H", "H", "H", "H", "H", "H", "H", "H", "H", "H", "H", "H", "H", "H", "H", "H", "H"],
  "coordinates": [[2.58333, -0.27335, -1.31370], [-2.10031, 1.50530, 2.14550], [-0.32191, -0.10056, 1.68884], [4.14830, -2.50597, -1.37550], [1.37158, -0.58452, 3.98928], [-3.46565, 4.19066, 1.67137], [0.28749, 0.52589, -0.26665], [0.92915, -1.40343, 0.44427], [-3.59556, -0.70917, 1.18786], [1.03791, -4.15192, 0.30798], [3.16835, 2.23115, -0.03684], [-2.23838, 1.72505, -0.46941], [1.37151, 0.64056, -3.49823], [-4.65686, 1.58862, 2.70597], [4.52722, -0.34958, 0.55979], [0.99516, -2.01470, -2.47047], [-5.31198, 0.87715, 1.51018], [1.63224, -1.93723, 4.16391], [-0.12047, -2.78374, -4.42555], [-5.09145, 3.00431, 2.98327], [4.26481, -1.70092, 0.93078], [3.72281, -3.75857, -1.95829], [4.24821, 1.99542, 0.92682], [3.33404, 3.62374, -0.51787], [4.75814, -2.77679, -0.09556], [-5.01947, -0.59970, 1.39677], [-4.86626, 3.92302, 1.77993], [-3.19763, 5.42470, 1.02210], [3.87774, 0.54924, 1.44556], [1.10225, 1.87186, -4.04567], [0.32210, -0.26414, -3.87284], [-2.64673, 2.61599, -1.50619], [-3.21591, -1.94141, 0.55274], [0.26847, -0.34089, 0.64755], [0.33736, -4.38643, 1.52042], [0.86136, -1.73226, -3.83022], [-5.52401, -0.90412, 0.47978], [-3.58652, 5.45198, 0.00420], [-3.50746, 3.17904, -1.14532], [2.94840, -3.59721, -2.70819], [4.47951, -4.37528, -2.44323], [0.91316, -4.14465, 2.41378], [0.11304, 2.21150, -3.73873], [1.22063, 1.65922, -5.10815], [3.22920, -1.80773, 1.25358], [-1.95268, 3.32775, -1.95316], [4.33588, 0.41584, 2.42556], [-0.96539, -2.89014, -3.74520], [4.31680, 2.83262, 1.62144], [2.81574, 0.36174, 1.60394], [-5.49049, 4.77992, 2.03322], [1.94411, 2.54967, -3.90447], [1.30100, -2.97485, -2.40208], [-1.46409, 1.18584, -0.64639], [3.27690, -4.45263, -1.24587], [-0.14529, -5.36342, 1.54591], [1.85132, -1.82141, -4.27759], [-5.22316, -1.21150, 2.27558], [3.01955, 4.48649, 0.06938], [2.64499, 3.59237, -1.36187], [5.80231, -2.56768, -0.32811], [2.29244, -2.27395, 3.36463], [-4.86221, 1.27784, 0.60174], [-6.11004, 3.09663, 3.36016], [0.33375, -3.67599, -4.85645], [-2.11641, 5.55700, 1.06164], [2.09908, -2.05815, 5.14142], [-3.54712, -2.80223, 1.13359], [-4.58505, 3.45550, 3.83655], [0.71242, -2.50554, 4.02585], [-3.50703, 6.32278, 1.55673], [5.49552, -0.26520, 0.83436], [5.24549, 2.07787, 0.49469], [0.20937, -2.08745, -1.84012], [-3.02977, 2.08996, -2.38065], [-2.12653, -1.97458, 0.56882], [4.29702, 3.89593, -0.94993], [-3.67956, -2.14564, -0.41236], [1.06073, -3.19448, 0.24172], [-0.06006, -0.09427, -4.87942], [-5.21910, 3.51155, 0.83426], [-4.83202, 1.03468, 3.53214], [-6.39636, 0.97125, 1.56830], [0.91692, -0.41941, 3.16005], [-0.48490, 0.04123, -3.20680], [4.69331, -1.95854, 1.89935], [-0.44697, -3.65490, 1.71480], [4.68713, -3.82554, 0.19285], [-0.69404, -2.29672, -5.21417]],
  "forces_ev_per_a": [[-0.8, 0.0, 0.5], [0.3, -0.4, -1.1], [-2.8, 0.8, 4.4], [-1.2, -1.5, -0.2], [0.1, 1.7, 0.4], [-0.5, 0.0, 0.3], [-0.2, 2.0, -2.4], [1.1, -1.1, 0.2], [0.0, 0.0, -0.4], [-0.2, -0.5, 0.2], [2.3, 2.5, 0.5], [-0.8, 1.0, 0.7], [0.6, -2.0, 1.0], [0.0, -0.1, -0.5], [0.8, -0.9, -1.2], [2.2, -1.4, 3.1], [0.2, 0.5, 1.4], [-0.1, -0.4, -0.7], [-0.7, 2.1, -1.1], [-0.2, -0.5, -0.7], [-0.5, -3.1, 0.8], [-0.6, -0.5, -0.5], [-1.9, -1.0, 0.2], [-1.4, -1.0, -1.9], [0.5, 2.2, -0.2], [1.6, 0.4, 0.1], [-0.2, -0.5, 1.0], [1.1, 0.5, 0.1], [1.5, 2.7, 1.6], [0.9, 0.6, -1.7], [0.5, -0.7, -0.8], [-0.9, -0.2, -0.7], [0.1, -0.5, 0.9], [1.9, -0.9, -2.5], [-0.5, 0.7, 0.5], [-2.8, 0.4, -0.6], [-0.3, -0.5, 0.2], [0.1, -0.1, 0.0], [0.2, 0.0, 0.3], [0.4, 0.3, -0.1], [0.7, 0.6, 0.0], [0.8, -0.9, 0.0], [0.1, 0.5, -0.2], [-1.0, 0.8, -0.5], [-0.6, -0.2, -0.9], [0.7, -0.1, 0.8], [-0.3, 0.1, 0.5], [0.5, -0.9, 0.5], [-0.8, -0.3, 0.7], [-0.1, 0.3, -0.5], [0.5, 0.6, -0.4], [-0.3, 0.3, 0.8], [0.5, -0.3, 0.3], [1.2, -0.3, -0.6], [-0.2, 0.4, 0.5], [0.5, -0.1, 0.0], [-0.1, 0.4, -0.3], [-0.7, 0.0, -0.1], [-0.1, -0.7, 1.0], [0.0, 0.5, -0.2], [0.4, -0.2, 0.6], [0.4, -0.3, 0.1], [-0.5, 0.4, 0.0], [-0.5, -0.4, -0.6], [-0.1, 0.0, 0.6], [0.1, -0.3, -0.6], [-0.2, -0.3, -0.1], [0.0, 0.0, 0.5], [0.8, -0.4, -0.1], [-0.1, -0.3, 0.5], [-0.8, -0.3, 0.3], [0.5, 0.5, -1.0], [0.0, -0.7, -0.7], [-0.9, 0.8, -0.4], [0.0, -0.5, 0.1], [-0.1, 0.1, -0.4], [0.4, -0.7, 0.3], [0.2, 0.8, -0.4], [0.1, 0.6, 0.0], [0.4, 0.5, -0.3], [-0.2, -0.1, 0.0], [-0.2, -0.2, 0.2], [-0.1, 0.4, -0.3], [-0.3, -0.3, -0.3], [-0.4, -1.0, 0.3], [0.8, 0.0, 0.2], [-0.6, 0.2, -0.7], [-0.5, 0.3, 0.3], [0.3, -0.1, -0.8]],
  "total_charge": 2,
  "orbital_gap_ev": 8.456,
  "total_energy_ha": -1846.74409
}

=====

{
  "formula": "C20H55NO14",
  "method": "ωB97M-V with the def2-TZVPD basis set",
  "elements": ["O", "O", "O", "O", "O", "O", "O", "O", "O", "O", "O", "O", "O", "O", "N", "C", "C", "C", "C", "C", "C", "C", "C", "C", "C", "C", "C", "C", "C", "C", "C", "C", "C", "C", "C", "H", "H", "H", "H", "H", "H", "H", "H", "H", "H", "H", "H", "H", "H", "H", "H", "H", "H", "H", "H", "H", "H", "H", "H", "H", "H", "H", "H", "H", "H", "H", "H", "H", "H", "H", "H", "H", "H", "H", "H", "H", "H", "H", "H", "H", "H", "H", "H", "H", "H", "H", "H", "H", "H", "H"],
  "coordinates": [[-14.80681, -9.98726, 0.54483], [-16.83037, -11.29147, 0.62792], [-24.30962, -14.04322, 7.13943], [-26.75433, -8.65794, 4.26467], [-24.34618, -19.97278, 2.19525], [-23.80614, -14.29415, 11.22994], [-22.62086, -9.39937, 7.61472], [-21.13194, -20.61562, 7.95016], [-14.79211, -12.22848, 1.03632], [-19.91613, -12.25588, 8.90251], [-29.25908, -17.39143, 7.45030], [-18.88538, -21.44291, 2.89144], [-28.96055, -8.47195, 4.69221], [-28.25772, -10.33621, 3.94828], [-21.47437, -20.69968, 3.97769], [-20.97932, -22.10674, 3.84650], [-17.69944, -12.38815, 2.57552], [-15.40814, -11.06810, 0.71208], [-13.36342, -12.15031, 1.16567], [-22.24642, -8.04686, 7.84821], [-23.79748, -21.04798, 2.86921], [-17.54735, -21.79364, 2.61860], [-23.57377, -14.86758, 6.33730], [-18.72949, -12.95773, 8.64753], [-27.88972, -9.09983, 4.21303], [-22.88448, -20.44813, 4.04553], [-27.91756, -12.63755, 3.95091], [-27.27324, -11.33820, 3.69695], [-17.37741, -12.47480, 1.13515], [-28.83811, -7.11557, 5.05842], [-21.15492, -19.30389, 8.39259], [-25.03708, -14.37123, 12.02311], [-28.10837, -17.43258, 6.60887], [-25.76208, -20.13770, 1.84311], [-19.51161, -22.31020, 3.84771], [-20.00802, -12.27958, 9.85782], [-21.82213, -7.73848, 6.89271], [-23.15250, -20.90685, 4.99729], [-21.38794, -22.52596, 2.92706], [-17.33695, -22.86313, 2.61621], [-21.00597, -20.05370, 3.35847], [-24.01325, -14.22993, 10.29476], [-24.11978, -15.54803, 5.68388], [-24.83150, -14.85138, 12.97981], [-25.70879, -14.94523, 11.38479], [-27.09972, -13.35224, 4.04289], [-28.14952, -6.49490, 4.48509], [-18.32783, -12.51048, 0.60267], [-17.36376, -21.42663, 1.60880], [-16.90048, -12.39716, 3.31692], [-28.54996, -7.00443, 6.10375], [-28.53891, -12.70689, 4.84377], [-18.08665, -12.93599, 9.52753], [-25.40147, -13.38668, 12.31632], [-18.16371, -12.64425, 7.77021], [-26.03051, -20.77268, 0.99880], [-20.36903, -18.73247, 7.89867], [-29.83637, -16.68615, 7.14877], [-21.41541, -20.56021, 7.03464], [-29.85427, -6.74359, 4.92734], [-22.07214, -18.83314, 8.03878], [-23.00284, -14.33795, 5.57464], [-27.26009, -17.56146, 7.28113], [-24.52454, -21.72125, 3.32330], [-12.99645, -11.44054, 1.90706], [-26.39647, -11.23943, 4.33695], [-19.21755, -23.34442, 3.66881], [-23.11405, -7.41492, 8.03782], [-23.91738, -13.17716, 7.27235], [-18.89853, -14.03191, 8.57234], [-12.93345, -11.66393, 0.29008], [-26.91442, -11.27307, 2.66977], [-27.91792, -16.43664, 6.20894], [-26.35886, -20.34352, 2.73171], [-21.86916, -9.99647, 7.61761], [-16.78469, -13.36349, 0.91831], [-16.79850, -21.36304, 3.28338], [-22.92280, -15.58590, 6.83566], [-23.14180, -19.41113, 4.26119], [-12.71053, -13.02212, 1.20778], [-26.12322, -19.15500, 1.53987], [-28.41681, -12.92893, 3.02681], [-18.56358, -12.96138, 2.91137], [-21.54519, -7.86013, 8.66154], [-18.16446, -11.40938, 2.69336], [-28.04857, -18.15362, 5.79363], [-21.45004, -22.57250, 4.71230], [-21.22788, -19.27144, 9.47965], [-19.07977, -22.21565, 4.84404], [-23.11543, -21.53942, 2.17536]],
  "forces_ev_per_a": [[-2.8, -3.6, 0.3], [4.2, 2.1, -0.4], [-1.4, 0.4, 1.0], [-1.1, -0.4, -0.8], [-2.8, 0.4, -1.2], [-0.2, 0.1, 1.2], [-0.8, -0.2, 0.8], [0.0, -1.2, -0.3], [0.4, -0.1, 0.2], [-0.2, 0.4, -0.2], [-0.1, -0.5, -0.5], [-0.3, -0.8, 0.7], [-0.2, -0.1, -0.8], [-0.3, -0.1, -0.5], [1.9, 0.6, -0.2], [-2.2, 1.4, -0.2], [-1.1, 1.6, 1.5], [0.0, 1.7, 0.1], [1.6, 1.9, -1.1], [0.3, -0.1, -1.1], [1.9, 0.8, 1.5], [0.2, 0.2, -0.7], [1.5, -1.1, -1.9], [0.8, -1.2, 0.7], [1.7, 0.4, 2.0], [-0.8, -1.8, 0.3], [0.2, -1.5, -0.8], [0.8, 0.8, 0.3], [-0.6, -1.5, -0.4], [-0.5, 0.9, 0.4], [-0.9, 1.1, -0.3], [1.1, 0.0, -1.1], [0.8, 1.3, 0.9], [0.7, 1.5, 0.4], [1.4, 0.4, 0.4], [-0.4, 0.2, 0.0], [0.3, 0.7, 0.2], [-0.6, -0.5, 0.1], [-0.1, -0.4, -0.1], [-0.4, -0.3, 0.0], [0.2, -0.3, -0.2], [-0.3, 0.0, 0.1], [-1.2, 0.2, 0.3], [0.2, -0.5, -0.3], [-0.6, 0.1, 0.7], [0.0, -0.3, 0.2], [0.1, -0.5, -0.4], [0.0, -0.4, -0.1], [0.2, 0.0, 0.0], [0.2, -0.4, -0.3], [0.0, -0.3, 0.1], [0.0, 0.2, -0.2], [0.4, 0.5, -0.1], [-0.2, 0.2, -0.5], [-0.4, 0.4, 0.0], [0.6, -0.6, 0.2], [0.5, 0.2, 0.7], [0.0, -0.1, -0.1], [0.1, -0.4, -0.3], [0.1, 0.3, 0.1], [-0.3, 0.3, 0.1], [0.5, 0.3, 0.2], [0.1, -0.5, -0.1], [-0.2, -0.1, -0.3], [-0.8, -0.2, 0.7], [-0.1, 0.6, 0.2], [-0.5, -0.3, -0.7], [-0.2, -0.5, 0.0], [0.3, -0.2, -0.2], [-0.4, -0.2, -0.5], [-0.5, 0.1, -0.5], [-0.1, 0.1, -0.1], [-0.1, 0.1, -0.4], [0.1, -0.6, 0.1], [0.3, 0.3, 0.1], [0.0, 0.2, -0.3], [-0.2, 0.3, 0.3], [0.4, 0.4, 0.6], [0.4, 0.2, -0.7], [-1.5, -0.9, 0.4], [0.3, 0.2, -0.1], [-0.7, -0.2, 0.4], [0.4, -0.9, -0.2], [0.1, -0.4, 0.1], [0.2, 0.5, 0.1], [-0.6, -0.3, 0.2], [0.2, -0.7, -0.1], [0.7, 0.1, -0.1], [0.0, 0.9, 0.3], [-0.1, -0.6, 0.1]],
  "orbital_gap_ev": 8.734,
  "total_energy_ha": -1902.86169
}